Entry 1:
O4SSn as an isolated structure, computed with ωB97M-V/def2-TZVPD.

As for the LUMO energy: -3.84 eV. The energy above the lowest of the compared OMol25 structures with the same formula, charge and spin is 286.4 kJ/mol. As for the net charge: 0. As for the HOMO energy: -7.488 eV. The spin multiplicity is 1.

Each line ends with the Mulliken charge.
Positions of all 6 atoms, in Å:
Sn 2.20257 -1.59418 0.48119  1.052
S -0.39593 0.31816 -0.03224  1.201
O 0.94650 -0.24648 -0.10996  -0.364
O -0.65801 1.30821 -1.07612  -0.621
O -1.36601 -0.61195 -0.56693  -0.624
O -0.72912 0.82624 1.30407  -0.643

***

Entry 2:
C35H41LaN4O6S2Te as an isolated structure, computed with ωB97M-V/def2-TZVPD.

As for the LUMO energy (alpha / beta): 2.20 / 1.30 eV. The energy above the lowest of the compared OMol25 structures with the same formula, charge and spin is 295.4 kJ/mol. As for the net charge: -1. As for the HOMO energy (alpha / beta): -4.892 / -4.748 eV. The spin multiplicity is 2.

Each line ends with the Mulliken charge.
Positions of all 90 atoms, in Å:
La -1.36592 -0.82649 1.13668  0.214
O -3.04822 0.56991 1.40958  -0.641
S -2.27022 1.72901 0.91608  1.379
O -2.43732 2.88451 1.75948  -0.799
O -0.79692 1.28871 1.01148  -0.029
O -2.57322 1.98621 -0.49552  -0.738
C -0.49902 -4.12179 5.21838  -0.666
C 0.78898 -3.28799 5.33108  -0.610
C 0.88118 -2.59849 3.96318  -0.706
O -0.45442 -2.50629 3.49818  0.687
C -1.05912 -3.73949 3.83638  -0.813
H -1.20412 -3.85129 6.00348  0.227
H -0.30982 -5.19269 5.28058  0.334
H 1.66448 -3.90599 5.51728  0.380
H 0.70578 -2.55239 6.13238  0.198
H 1.47438 -3.20569 3.26548  0.387
H 1.30078 -1.59189 4.00498  0.365
H -0.80532 -4.49589 3.08158  0.390
H -2.13922 -3.59249 3.84178  0.389
S 0.67078 -2.67029 0.72208  -0.516
C -0.27242 -3.59629 -0.25942  0.651
N -0.85422 -4.32809 -0.94052  -0.824
N 0.31098 1.30911 3.57348  -0.174
C -0.55022 0.70021 4.42828  0.348
C -0.40952 0.84171 5.82518  -0.997
C -1.25402 0.14261 6.65338  -0.400
C -2.23502 -0.66749 6.08688  -0.890
C -2.31582 -0.73289 4.70978  -0.607
N -1.48952 -0.09079 3.88918  0.210
H 0.81828 2.10701 3.92318  0.292
H -0.04202 1.40981 2.61348  0.037
H 0.36388 1.49061 6.21528  0.399
H -1.16902 0.22081 7.72818  0.382
H -2.92292 -1.22839 6.69908  0.486
H -3.08522 -1.32669 4.23058  0.651
C 2.52548 6.47681 -4.20442  -1.570
C 1.93878 5.25821 -3.55142  0.945
C 2.04528 4.00721 -4.13522  -1.074
C 1.48138 2.88141 -3.54982  0.865
C 1.61158 1.56481 -4.25422  -1.148
C 0.79178 2.97521 -2.33232  -0.637
Te -0.53742 1.15001 -1.70282  0.365
N -1.43552 -0.75189 -1.06682  0.017
C -2.56032 -1.40369 -1.08682  0.635
O -2.99102 -1.98549 -0.02462  -0.807
C -3.29232 -1.59719 -2.37562  0.158
C -4.08842 -2.72269 -2.56542  -0.370
C -4.73332 -2.92059 -3.77312  -0.649
C -4.58942 -2.00379 -4.80152  -0.364
C -3.79052 -0.88729 -4.61862  -1.098
C -3.14712 -0.68159 -3.41232  0.283
C 1.26968 0.00411 -1.50952  0.792
C 2.26248 0.39031 -0.60142  0.794
C 2.20848 1.70231 0.11918  -1.329
C 3.35388 -0.43699 -0.36982  -0.995
C 3.50218 -1.64489 -1.03042  1.077
C 4.66438 -2.55209 -0.74702  -1.756
C 2.53208 -2.00439 -1.95342  -0.678
C 1.41568 -1.21229 -2.19012  1.055
C 0.41798 -1.70819 -3.19122  -1.660
C 0.68228 4.24171 -1.74872  1.890
C -0.04292 4.42811 -0.44702  -2.092
C 1.25598 5.35761 -2.34972  -0.886
H 2.95658 6.22611 -5.17052  0.347
H 3.30478 6.91091 -3.57862  0.312
H 1.75668 7.23291 -4.35612  0.344
H 2.56298 3.90501 -5.08142  0.268
H 1.99218 1.69701 -5.26492  0.397
H 0.63758 1.07711 -4.28672  0.070
H 2.28358 0.90441 -3.71212  0.172
H -4.17822 -3.43179 -1.75742  0.448
H -5.35022 -3.79579 -3.91952  0.380
H -5.10262 -2.15819 -5.74082  0.367
H -3.66212 -0.17589 -5.42182  0.410
H -2.53522 0.20371 -3.24982  0.451
H 1.17528 2.02451 0.22618  -0.438
H 2.75378 2.45671 -0.44912  0.332
H 2.66758 1.61051 1.10268  0.543
H 4.09978 -0.13069 0.35458  0.325
H 5.32428 -2.11599 0.00038  0.368
H 5.23938 -2.74239 -1.65372  0.342
H 4.29958 -3.50769 -0.37302  0.335
H 2.62318 -2.94439 -2.48272  0.320
H 0.92518 -2.01609 -4.10702  0.635
H -0.31442 -0.93199 -3.42372  -0.218
H -0.10692 -2.57369 -2.78362  0.242
H -0.71832 3.59761 -0.24452  0.335
H -0.62442 5.34851 -0.46162  0.519
H 0.66998 4.50731 0.37558  0.253
H 1.15258 6.32681 -1.87712  0.382

***

Entry 3:
An isolated molecule of C3H5N3S, computed with ωB97M-V/def2-TZVPD.

As for the LUMO energy: -1.21 eV. The energy above the lowest of the compared OMol25 structures with the same formula, charge and spin is 267.9 kJ/mol. As for the SMILES: [H]/N=C(\C=S)NN=C. As for the net charge: 0. As for the HOMO energy: -8.914 eV. The spin multiplicity is 1.

Each line ends with the Mulliken charge.
Positions of all 12 atoms, in Å:
C 2.32625 -0.77175 -0.11877  -0.367
C -0.89819 0.59847 -0.03587  0.447
C -1.70199 -0.63431 0.13416  -0.193
H 2.69005 -1.77221 -0.01060  0.262
H 2.97646 0.12936 -0.26919  0.222
H 1.01775 1.29294 0.06624  0.303
H -2.28584 1.83231 -0.11010  0.257
H -1.06702 -1.46325 0.42262  0.351
N 1.03577 -0.74601 0.02545  -0.526
N 0.49508 0.44479 -0.02004  0.100
N -1.27070 1.80258 0.00885  -0.651
S -3.31762 -0.71291 -0.09274  -0.204

***

Entry 4:
An isolated molecule of C6H10OS, computed with ωB97M-V/def2-TZVPD.

As for the LUMO energy: 0.68 eV. The energy above the lowest of the compared OMol25 structures with the same formula, charge and spin is 381.3 kJ/mol. As for the SMILES: O[C@H]1C[C@]2(S)C[C@H]1C2. As for the net charge: 0. As for the HOMO energy: -9.073 eV. The spin multiplicity is 1.

Each line ends with the Mulliken charge.
Positions of all 18 atoms, in Å:
C -0.66153 -0.18642 1.62173  0.283
C -1.19035 -0.39791 0.28137  -0.783
C 0.09224 -0.19118 -0.70356  -0.034
C 0.73361 0.95365 0.18506  -0.357
C 0.84237 -0.09930 1.34604  -0.580
C 0.98266 -1.08574 0.19496  -0.549
H -0.57309 1.47108 2.92884  0.331
H -0.87030 -0.95219 2.61043  0.209
H -1.51976 -1.45254 0.06294  0.302
H -2.20651 0.24148 0.00878  0.265
H -0.26668 1.28806 -2.59028  0.145
H 1.83324 1.24650 -0.08935  0.274
H 0.08802 1.88108 0.29026  0.379
H 1.49352 0.05066 2.29112  0.349
H 0.54166 -2.19834 0.52312  0.235
H 1.96550 -1.35703 -0.21008  0.361
O -1.11332 1.06562 2.10371  -0.560
S 0.22668 -0.16890 -2.51306  -0.272

***

Entry 5:
A 11-piece molecular cluster, C18H50ClN5O10 overall, computed with ωB97M-V/def2-TZVPD.

As for the LUMO energy: 0.42 eV. As for the SMILES: C#C[C@@H](C#N)[C@](Cl)(C#N)CC(N)(N)N.CO.CO.CO.CO.CO.CO.CO.CO.CO.CO. As for the net charge: 0. As for the HOMO energy: -8.848 eV. The spin multiplicity is 1.

Each line ends with the Mulliken charge.
Positions of all 84 atoms, in Å:
C 1.38837 3.85850 3.79456  0.240
C 0.77793 2.80300 3.69039  -1.107
C 0.12821 1.43506 3.23854  0.559
C -1.11540 1.70848 2.31892  0.189
N -2.06025 2.04591 1.74194  -0.562
C 1.24290 0.54731 2.46839  0.961
Cl 2.57153 0.27655 3.68116  -0.129
C 1.70424 1.44142 1.24482  -0.529
N 1.92227 2.17522 0.37853  -0.430
C 0.49538 -0.77254 1.99016  -1.570
C 1.42938 -2.03847 1.70477  0.810
N 1.47710 -2.95259 2.90742  -0.476
N 2.76232 -1.73003 1.15770  -0.431
N 0.71632 -2.83403 0.63357  -0.773
H 2.12895 4.70109 3.71867  0.376
H -0.21236 0.89120 4.17701  0.584
H -0.24646 -1.05496 2.80146  0.287
H -0.06595 -0.52179 1.02779  0.416
H 0.56766 -3.43800 2.88636  0.416
H 1.43063 -2.35051 3.74674  0.215
H 3.35977 -2.53051 1.43032  0.288
H 2.77659 -1.75904 0.12915  0.275
H -0.24204 -3.05277 0.91984  0.145
H 1.28170 -3.67342 0.47810  0.267
C -3.07913 1.75512 -2.16983  -0.536
O -1.79309 1.89153 -1.58547  -0.415
H -2.98016 1.80435 -3.25475  0.109
H -3.51019 0.79052 -1.88951  0.288
H -3.72688 2.56709 -1.82898  0.305
H -1.90924 1.84457 -0.62733  0.231
C 4.24539 0.78364 -1.56190  -0.499
O 4.42087 -0.45502 -0.88489  -0.476
H 3.21691 1.11077 -1.42912  0.005
H 4.91901 1.53369 -1.14344  0.367
H 4.44872 0.65441 -2.62883  0.349
H 5.33744 -0.72353 -1.01760  0.254
C -2.29491 -5.31174 2.01944  -0.609
O -1.11735 -4.57741 2.33170  -0.494
H -2.89861 -4.73290 1.32481  0.229
H -2.02192 -6.26218 1.55523  0.294
H -2.86753 -5.49168 2.93369  0.235
H -0.60144 -5.11581 2.94922  0.157
C -1.68322 -6.23760 5.86361  -0.599
O -0.37821 -6.26772 5.29815  -0.473
H -1.98331 -5.19951 6.00206  0.225
H -2.38711 -6.73150 5.18896  0.273
H -1.67547 -6.74460 6.83153  0.321
H -0.13862 -7.19562 5.18687  0.264
C 3.43766 4.28578 -2.65752  -0.405
O 3.56725 3.87743 -1.30252  -0.459
H 4.22340 5.00771 -2.88495  0.283
H 3.54237 3.41766 -3.31616  0.192
H 2.46000 4.75153 -2.80848  0.177
H 2.85892 3.23993 -1.13275  0.414
C 0.40321 5.19320 -4.94145  -0.312
O 0.53053 4.78454 -3.58484  -0.463
H 1.18681 5.91355 -5.16661  -0.064
H 0.50933 4.32623 -5.59940  0.317
H -0.57120 5.66104 -5.09515  0.274
H -0.17401 4.14777 -3.41036  0.234
C 1.88261 -2.72045 6.95676  -0.593
O 2.05246 -1.98965 5.74913  -0.412
H 1.00495 -3.35870 6.85933  0.174
H 2.76231 -3.34215 7.13985  0.274
H 1.73563 -2.02894 7.79044  0.269
H 2.83288 -1.43380 5.85862  0.249
C 1.38493 8.64188 -6.10519  -0.541
O 0.32214 7.82952 -6.58647  -0.477
H 2.18201 7.99553 -5.73925  0.205
H 1.76998 9.26628 -6.91539  0.282
H 1.02790 9.27257 -5.28717  0.261
H -0.36869 8.42313 -6.90353  0.283
C -3.14277 -5.95111 -1.96619  -0.540
O -3.65906 -5.33821 -0.79184  -0.455
H -2.06273 -6.04996 -1.86339  0.214
H -3.58588 -6.94226 -2.09201  0.262
H -3.36696 -5.33032 -2.83702  0.257
H -4.61391 -5.26161 -0.90650  0.275
C -5.83987 1.43678 -5.15077  -0.488
O -5.64731 0.20364 -4.47236  -0.488
H -6.87603 1.74976 -5.02805  0.226
H -5.18009 2.19797 -4.72607  0.213
H -5.62494 1.30758 -6.21471  0.247
H -4.72456 -0.04782 -4.59795  0.297

***

Entry 6:
An isolated molecule of C4H8S3, computed with ωB97M-V/def2-TZVPD.

As for the LUMO energy: 0.74 eV. The energy above the lowest of the compared OMol25 structures with the same formula, charge and spin is 0.0 kJ/mol. As for the SMILES: CS[C@H]1CSCS1. As for the net charge: 0. As for the HOMO energy: -8.804 eV. The spin multiplicity is 1.

Each line ends with the Mulliken charge.
Positions of all 15 atoms, in Å:
C -3.04904 0.49275 0.58179  -0.777
C -0.39433 -0.29112 0.28105  -0.241
C 0.67048 -1.33549 -0.09965  -0.725
C 1.92954 1.09335 0.18455  -0.558
H -2.66113 1.52984 0.36365  0.241
H -4.05118 0.41384 0.20734  0.339
H -3.00892 0.31323 1.68556  0.251
H -0.45824 -0.20021 1.35519  0.340
H 0.57408 -1.67652 -1.15860  0.344
H 0.47757 -2.21018 0.51684  0.378
H 2.62810 1.61092 -0.45615  0.360
H 2.06880 1.44760 1.19709  0.325
S -2.00549 -0.72498 -0.36128  -0.030
S 2.36228 -0.68631 0.16099  -0.146
S 0.23640 1.34969 -0.38704  -0.101

***

> The lowest net charge belongs to which entry?

C35H41LaN4O6S2Te

***

> Which formula does entry 5 have?

C18H50ClN5O10

***

> What is the net charge in the fifth record?

0